Molecular formula: C47H34Br3N8O7STi
Method: DFT, wB97M-V/def2-TZVPD

Summary:
Orbital gap ... 4.50 eV
Electronic energy ... -319616.7500 eV
HOMO level ... -9.5 eV
ΔE to the lowest compared entry with this formula, charge and spin ... 144.97 kJ/mol

```
! wB97M-V def2-TZVPD RIJCOSX def2/J DEFGRID3
* xyz 1 1
Ti -0.32 -0.18 0.97
O 4.33 5.00 -3.29
N 4.59 4.64 -2.16
O 5.59 4.91 -1.55
C 3.52 3.94 -1.41
C 3.41 4.25 -0.12
C 2.39 3.66 0.69
C 2.24 4.08 2.02
C 1.23 3.55 2.77
C 0.46 2.55 2.19
N 0.60 2.07 0.96
C 1.53 2.68 0.16
C 1.65 2.37 -1.26
N 0.79 1.49 -1.78
C 0.87 1.21 -3.07
C 1.83 1.75 -3.92
C 2.72 2.65 -3.41
C 2.63 3.01 -2.05
H 4.09 4.97 0.33
H 2.91 4.83 2.42
H 1.05 3.85 3.79
H -0.31 2.10 2.80
H 0.15 0.49 -3.46
H 1.86 1.46 -4.96
H 3.47 3.09 -4.04
C 2.10 -1.25 -0.91
N 1.50 -0.90 0.39
C 2.16 -1.35 1.44
C 1.74 -1.03 2.72
C 2.28 -1.31 3.98
C 1.44 -0.70 4.91
C 0.43 -0.08 4.18
N 0.59 -0.26 2.86
C 3.42 -0.56 -1.19
C 4.00 0.37 -0.33
C 5.20 0.98 -0.67
C 5.83 0.68 -1.87
C 5.26 -0.25 -2.72
C 4.07 -0.87 -2.38
H 1.39 -0.98 -1.69
H 2.21 -2.33 -0.97
H 3.05 -1.96 1.30
H 3.17 -1.89 4.17
H 1.54 -0.70 5.98
H -0.41 0.48 4.58
H 3.53 0.61 0.61
H 5.65 1.69 0.02
H 6.76 1.16 -2.13
H 5.75 -0.51 -3.65
H 3.63 -1.61 -3.05
Br -1.53 6.89 -0.60
C -1.85 5.05 -0.71
C -1.81 4.40 -1.94
C -2.03 3.03 -1.94
N -2.27 2.32 -0.85
C -2.35 2.96 0.31
C -2.14 4.33 0.43
C -2.72 2.16 1.52
C -3.71 2.67 2.34
C -4.09 1.98 3.48
Br -5.42 2.65 4.59
C -3.46 0.78 3.77
C -2.48 0.34 2.90
N -2.10 0.99 1.79
H -1.61 4.93 -2.85
H -2.00 2.48 -2.88
H -2.18 4.82 1.40
H -4.20 3.59 2.08
H -3.71 0.19 4.64
H -1.96 -0.58 3.13
N -1.24 -0.39 -0.96
C -1.85 -1.62 -1.46
C -3.23 -1.71 -1.53
C -3.81 -2.91 -1.90
C -3.01 -4.00 -2.23
C -1.63 -3.87 -2.23
C -1.04 -2.68 -1.83
S -3.77 -5.59 -2.62
O -3.97 -5.54 -4.05
O -4.97 -5.57 -1.81
O -2.76 -6.54 -2.18
H -0.48 -0.08 -1.55
H -1.90 0.40 -0.98
H -3.84 -0.86 -1.23
H -4.88 -3.03 -1.92
H -1.03 -4.73 -2.49
H 0.04 -2.61 -1.78
Br 0.70 -4.28 1.11
C -1.13 -4.79 1.04
C -1.34 -6.14 0.81
C -2.63 -6.64 0.72
C -3.72 -5.80 0.88
C -3.51 -4.46 1.12
C -2.22 -3.92 1.19
C -2.21 -2.45 1.30
O -3.18 -1.76 1.42
O -0.97 -1.81 1.29
H -0.49 -6.79 0.67
H -2.78 -7.68 0.48
H -4.73 -6.18 0.76
H -4.35 -3.78 1.19
*
```